Computed, not measured: C18H27BrN7O2V as an isolated structure, with ωB97M-V with the def2-TZVPD basis set.

Structure (XYZ):
```
56
Properties=species:S:1:pos:R:3:forces:R:3
Br -14.130028 7.728562 -5.028879 0.1692 -0.1734 -0.4826
V -12.766724 5.878873 -7.785518 1.0002 -0.6494 -0.6331
O -13.568645 2.163578 -7.882265 -0.0707 -0.6337 -0.8033
O -13.268828 4.876024 -8.896966 0.9023 1.0931 1.4297
N -14.232853 5.185866 -6.331773 0.1339 -0.1049 -1.0281
N -14.082440 8.572133 -9.773398 -0.8078 0.2126 0.6745
N -12.370147 7.523177 -8.446475 -0.7286 1.0109 -0.2356
N -9.413769 4.582772 -8.442015 -1.1741 0.6419 1.5171
N -9.244382 4.541150 -6.241793 2.1695 -2.7448 3.1185
N -12.088930 8.446040 -10.689575 0.8050 -0.2839 -0.3218
N -11.017013 5.851336 -7.085355 -0.3524 -1.8890 -0.9970
C -15.487486 5.405895 -4.365471 -1.4431 0.1946 1.6939
C -10.628572 8.192324 -10.836169 -0.8712 0.1134 0.5811
C -8.350061 3.619897 -8.226493 0.5371 -0.1972 -1.2375
C -12.918282 9.061227 -11.788357 0.9737 0.0416 0.7055
C -15.655981 3.335572 -5.532125 1.1296 -0.4613 -0.4751
C -15.130973 8.518579 -8.755697 -0.0591 -0.9734 -0.5931
C -8.185186 3.595215 -6.714500 -0.9084 -0.8095 -0.8552
C -10.806766 7.225307 -6.576930 -0.1709 -0.0222 -0.0099
C -11.257678 8.201846 -7.671714 -0.9851 -0.2423 0.9683
C -14.217875 9.257529 -11.061414 -3.0286 2.2297 -0.7519
C -16.050460 4.156470 -4.457672 0.6880 0.0479 -1.3141
C -9.486740 4.616621 -4.780359 2.1078 1.9522 -1.9845
C -12.854773 8.171185 -9.638471 1.8073 -0.1782 -0.0419
C -14.157331 2.955863 -7.376931 0.1640 0.8134 1.2581
C -10.104759 4.667736 -9.727763 0.7872 3.3424 1.1931
C -14.731302 3.852839 -6.422100 -0.0234 2.0167 0.5643
C -14.661111 5.974006 -5.340409 0.2098 -1.8512 -0.0544
C -9.866016 4.980003 -7.233067 -3.0010 1.8326 -3.4959
H -9.305374 4.743731 -10.490675 -0.8402 0.0683 0.1249
H -9.836052 3.742125 -4.416609 -1.4383 -3.0847 0.8013
H -15.728393 5.989337 -3.467764 0.0287 -0.0468 -0.4653
H -11.558920 9.124966 -7.156271 -0.2692 -0.0412 -0.5472
H -9.755377 7.381239 -6.368622 0.1900 0.0973 0.2371
H -10.707150 3.824238 -9.823267 -1.1096 -1.4270 -0.6766
H -15.874170 7.781772 -9.041681 -0.0210 -0.3420 0.1003
H -10.347554 7.485710 -10.050135 0.3434 0.6369 -0.1582
H -8.649157 2.667185 -8.715639 0.4025 0.3820 0.5560
H -10.744064 5.636189 -9.615692 1.1044 -1.8798 -0.9294
H -10.108450 9.144171 -10.875931 0.2028 0.1152 0.6697
H -15.005343 8.813618 -11.696496 -0.0049 0.0040 0.7144
H -7.241837 3.872121 -6.394330 1.8985 1.3606 0.5307
H -14.755901 8.367924 -7.761257 0.5506 -0.5099 0.2438
H -8.483313 4.694931 -4.361518 -0.2517 0.7641 0.3970
H -14.597314 10.375352 -10.912665 1.1910 -2.2282 -0.0804
H -12.998984 8.333525 -12.603803 0.1447 0.3206 0.0882
H -7.475954 4.032892 -8.736528 0.1619 -0.4617 0.0640
H -12.516404 10.027728 -12.124293 0.2390 -0.5418 -0.0016
H -15.670296 9.411267 -8.641930 -0.4933 1.6752 -0.4904
H -10.177437 5.395927 -4.585755 -0.2173 0.9262 0.5241
H -10.467446 8.414586 -8.344320 0.7316 0.3203 -0.5941
H -8.205498 2.575756 -6.356314 -1.0964 -0.2448 0.5745
H -15.846011 2.264282 -5.615062 -0.6776 0.2770 0.1726
H -16.765773 3.764601 -3.782721 -0.4711 -0.1055 0.9436
H -10.341761 7.729077 -11.753681 -0.5375 -0.5464 -0.9224
H -11.382378 7.333261 -5.646969 0.2788 0.1836 -0.2657
```
Forces are in eV/Å.

Total charge: +4
Frontier orbital gap (spin up / spin down) in Eh: 0.21611 / 0.21617
Lowest unoccupied orbital energy (spin up / spin down) in eV: -14.62 / -14.62
Highest occupied orbital energy (spin up / spin down) in eV: -20.50 / -20.50
Multiplicity: 1